Molecular formula: C6H17N3
Method: DFT, ωB97M-V with the def2-TZVPD basis set

Each atom is followed by the atoms it is bonded to, with distances in Å.
Cartesian coordinates (Å):
1 C 1.770 -1.827 1.862  C2 1.526, H10 1.086, H11 1.089, H12 1.085
2 C 0.750 -1.591 0.752  C1 1.526, N3 1.452, H13 1.092, H14 1.102
3 N -0.114 -0.481 1.112  C2 1.452, C4 1.453, H15 1.013
4 C -0.819 0.163 0.016  N3 1.453, C5 1.539, N6 1.456, N7 1.468
5 C -1.735 -0.807 -0.752  C4 1.539, H16 1.085, H17 1.087, H18 1.086
6 N -1.680 1.153 0.648  C4 1.456, H19 1.010, H20 1.010
7 N 0.221 0.703 -0.869  C4 1.468, C8 1.451, C9 1.442
8 C 1.107 1.639 -0.201  N7 1.451, H21 1.086, H22 1.089, H23 1.100
9 C -0.218 1.226 -2.139  N7 1.442, H24 1.087, H25 1.097, H26 1.088
10 H 2.327 -0.916 2.063  C1 1.086
11 H 1.270 -2.129 2.780  C1 1.089
12 H 2.466 -2.609 1.577  C1 1.085
13 H 1.263 -1.307 -0.168  C2 1.092
14 H 0.195 -2.525 0.564  C2 1.102
15 H -0.783 -0.751 1.824  N3 1.013
16 H -1.145 -1.480 -1.367  C5 1.085
17 H -2.442 -0.264 -1.374  C5 1.087
18 H -2.303 -1.384 -0.028  C5 1.086
19 H -1.146 1.705 1.304  N6 1.010
20 H -2.078 1.771 -0.044  N6 1.010
21 H 1.358 1.244 0.779  C8 1.086
22 H 2.016 1.734 -0.792  C8 1.089
23 H 0.665 2.640 -0.086  C8 1.100
24 H -0.733 0.457 -2.709  C9 1.087
25 H -0.877 2.100 -2.057  C9 1.097
26 H 0.665 1.533 -2.694  C9 1.088

As for the spin multiplicity: 1. As for the structure (SMILES): CCN[C@@](C)(N)N(C)C. The calculation puts the gap between HOMO and LUMO at 9.374 eV. The HOMO energy comes out at -8.3 eV. For the lowest unoccupied orbital energy, the calculation gives 1.0314 eV. As for the energy relative to the best compared isomer or geometry (same formula, charge and spin): 26.76 kJ/mol.

These are the natural (NBO) partial charges, in e, on atoms 1 to 2:
1. C -0.6025
2. C -0.2281